Molecular formula: C39H44Br2HfN7OP2SbSe2
Method: DFT, ωB97M-V/def2-TZVPD

```
! RIJCOSX wB97M-V def2-TZVPD def2/J DEFGRID3
* xyz 2 1
Hf -0.023 -0.456 0.699
C 5.335 -1.482 2.226
N 3.924 -1.789 1.987
C 3.413 -3.046 1.812
C 2.069 -2.899 1.646
N 1.753 -1.569 1.724
C 2.901 -0.913 1.927
P 3.084 0.859 2.362
C 1.586 0.890 3.380
N 0.394 0.526 2.925
C -0.439 0.500 4.009
C 0.262 0.868 5.120
N 1.544 1.116 4.709
C 2.647 1.523 5.576
C 2.358 1.741 0.951
N 1.141 1.555 0.447
C 0.929 2.559 -0.456
C 2.035 3.354 -0.499
N 2.929 2.829 0.390
C 4.256 3.379 0.669
H 5.912 -2.379 2.024
H 5.659 -0.692 1.553
H 5.485 -1.179 3.260
H 4.042 -3.918 1.834
H 1.324 -3.655 1.478
H -1.463 0.185 3.932
H -0.029 0.983 6.149
H 2.247 1.682 6.573
H 3.405 0.744 5.619
H 3.083 2.452 5.217
H 0.021 2.623 -1.029
H 2.264 4.229 -1.082
H 4.426 4.201 -0.019
H 4.306 3.751 1.690
H 5.015 2.618 0.510
Br -3.370 -1.973 4.287
C -2.887 -2.937 2.749
C -3.522 -4.181 2.508
C -3.208 -4.920 1.407
Br -4.089 -6.552 1.107
C -2.218 -4.463 0.487
C -1.795 -5.158 -0.662
C -0.808 -4.620 -1.441
C -0.234 -3.394 -1.084
N -0.604 -2.699 -0.021
C -1.603 -3.229 0.751
C -1.964 -2.446 1.872
O -1.336 -1.275 1.986
H -4.265 -4.534 3.209
H -2.250 -6.107 -0.912
H -0.454 -5.122 -2.331
H 0.567 -2.976 -1.676
Se -1.175 0.044 -1.753
P 0.736 -0.272 -2.758
Se 2.139 -0.961 -1.267
C 0.556 -1.481 -4.083
C 1.707 -2.009 -4.667
C 1.598 -2.902 -5.719
C 0.343 -3.273 -6.189
C -0.802 -2.752 -5.607
C -0.699 -1.855 -4.552
C 1.270 1.270 -3.522
C 0.327 2.143 -4.060
C 0.744 3.306 -4.689
C 2.099 3.594 -4.791
C 3.040 2.719 -4.265
C 2.628 1.559 -3.626
H 2.690 -1.733 -4.303
H 2.489 -3.311 -6.175
H 0.261 -3.970 -7.013
H -1.778 -3.040 -5.975
H -1.598 -1.457 -4.099
H -0.732 1.925 -3.985
H 0.011 3.984 -5.105
H 2.421 4.498 -5.290
H 4.095 2.940 -4.358
H 3.362 0.886 -3.200
C -3.867 3.640 3.009
C -2.733 2.621 3.019
Sb -2.445 1.624 1.143
C -3.185 3.175 -0.137
C -3.050 3.027 -1.646
C -4.174 0.383 1.225
C -4.380 -0.508 0.007
H -3.995 4.078 4.000
H -4.820 3.183 2.737
H -3.683 4.461 2.318
H -2.951 1.821 3.729
H -1.788 3.069 3.329
H -2.705 4.098 0.196
H -4.236 3.257 0.148
H -2.008 3.051 -1.967
H -3.564 3.849 -2.148
H -3.482 2.098 -2.018
H -5.017 1.064 1.362
H -4.089 -0.207 2.138
H -4.549 0.075 -0.900
H -5.246 -1.158 0.139
H -3.519 -1.156 -0.178
*
```

The calculation puts the LUMO energy at -5.1 eV. The value obtained for the frontier orbital gap is 7.369 eV. For the highest occupied orbital energy, the calculation gives -12.436 eV. The calculation puts the electronic energy at -12892.7566 Eh. The relative energy (zero: lowest compared OMol25 entry of this formula, charge and spin) is 2.4 kcal per mole.

=====

Molecular formula: C39H44F2N7O3S2SbSe4Ti
Method: DFT, ωB97M-V/def2-TZVPD

```
! RIJCOSX wB97M-V def2-TZVPD def2/J DEFGRID3
* xyz -2 1
Ti 1.498 -0.921 0.479
N 3.763 -5.121 -5.688
C 3.864 -3.966 -4.899
C 4.127 -2.725 -5.479
C 4.206 -1.584 -4.694
C 4.045 -1.688 -3.324
C 3.819 -2.926 -2.735
C 3.722 -4.060 -3.514
S 3.999 -0.265 -2.276
O 4.007 0.920 -3.096
O 5.036 -0.394 -1.287
N 2.578 -0.457 -1.506
C 1.432 -0.368 -2.212
N 1.343 -0.283 -3.545
C 0.126 -0.365 -4.056
C -1.021 -0.530 -3.295
C -0.841 -0.570 -1.927
N 0.359 -0.444 -1.383
H 3.411 -4.944 -6.616
H 3.234 -5.855 -5.238
H 4.236 -2.651 -6.556
H 4.344 -0.607 -5.138
H 3.663 -3.000 -1.667
H 3.477 -5.008 -3.047
H 0.065 -0.308 -5.139
H -1.995 -0.657 -3.740
H -1.657 -0.747 -1.240
C -0.445 0.704 4.172
C 0.684 1.561 3.596
C 1.228 2.513 4.665
C 0.241 2.330 2.363
C -0.771 3.279 2.489
C -1.208 4.017 1.400
C -0.597 3.840 0.171
C 0.436 2.920 0.004
C 1.183 2.842 -1.312
C 0.280 2.953 -2.536
C 2.277 3.914 -1.368
C 0.834 2.127 1.097
N 1.832 1.137 0.925
C 3.081 1.435 1.392
C 3.522 2.690 1.854
C 4.824 2.881 2.298
C 5.746 1.846 2.308
C 5.341 0.588 1.866
C 4.053 0.429 1.443
F 3.646 -0.826 1.032
H -0.103 0.195 5.076
H -0.748 -0.067 3.463
H -1.314 1.316 4.440
H 1.478 0.881 3.301
H 0.442 3.174 5.042
H 2.036 3.131 4.272
H 1.618 1.941 5.510
H -1.246 3.424 3.453
H -2.026 4.718 1.512
H -0.920 4.434 -0.676
H 1.694 1.883 -1.336
H -0.129 3.963 -2.645
H -0.555 2.254 -2.488
H 0.860 2.733 -3.435
H 1.837 4.917 -1.329
H 2.849 3.813 -2.292
H 2.970 3.810 -0.534
H 2.823 3.517 1.856
H 5.119 3.867 2.639
H 6.762 2.005 2.642
H 6.011 -0.261 1.831
C -4.301 -2.914 4.235
C -3.516 -3.359 3.008
C -3.949 -2.653 1.732
N -3.793 -1.202 1.778
C -2.657 -0.558 1.472
S -1.253 -1.385 1.191
N -2.760 0.835 1.424
C -3.887 1.600 1.165
O -4.029 2.701 1.656
C -4.907 1.045 0.215
C -6.244 1.371 0.411
C -7.206 0.903 -0.471
C -6.830 0.130 -1.562
C -5.491 -0.173 -1.774
C -4.531 0.281 -0.885
H -3.997 -3.478 5.118
H -5.378 -3.063 4.099
H -4.134 -1.856 4.453
H -3.631 -4.431 2.836
H -2.447 -3.204 3.156
H -5.010 -2.838 1.533
H -3.371 -3.036 0.888
H -4.553 -0.658 2.149
H -1.928 1.359 1.679
H -6.511 1.992 1.256
H -8.249 1.143 -0.311
H -7.581 -0.237 -2.249
H -5.194 -0.773 -2.624
H -3.485 0.051 -1.044
F 1.427 -1.193 2.266
Se -2.207 -4.236 -1.519
Sb -0.423 -5.465 -0.440
Se 1.049 -6.749 -1.841
Se -0.764 -6.153 1.830
Se 1.252 -3.103 -0.174
*
```

The calculation puts the LUMO energy at 3.6 eV. The value obtained for the frontier orbital gap is 5.982 eV. For the highest occupied orbital energy, the calculation gives -2.355 eV. The calculation puts the electronic energy at -13813.4524 Eh. The relative energy (zero: lowest compared OMol25 entry of this formula, charge and spin) is 0.0 kcal per mole.